A cluster of 10 separate species, C44H63IN9O5P2 in total in a non-equilibrium geometry. Source: the OMol25 dataset; level of theory: ωB97M-V with the def2-TZVPD basis set.

Calculated values
HOMO	-4.3656	eV
strongest force on any atom	2.2	eV/A

ORCA input file:
```
! wB97M-V def2-TZVPD RIJCOSX def2/J DEFGRID3
* xyz -1 1
C -0.590 1.782 2.814
C 0.327 1.416 1.868
C 0.719 -0.015 1.491
P -0.742 -1.244 1.347
P -0.983 -0.734 -0.864
O -1.742 0.787 -0.904
I -2.714 -2.208 -1.915
O -1.814 -2.612 1.072
C -1.816 -3.292 2.299
O -2.636 -4.425 2.412
C -1.835 -2.223 3.422
C -3.147 -1.436 3.709
C -4.196 -1.447 2.590
C -5.180 -0.231 2.849
O -4.984 -2.631 2.597
O -0.762 -1.364 3.100
H -1.334 2.531 2.521
H -0.609 1.402 3.836
H 0.825 2.224 1.318
H 1.185 0.038 0.488
H 1.485 -0.455 2.151
H -1.787 -0.257 1.534
H 0.302 -2.235 1.145
H -2.644 0.691 -1.213
H -0.773 -3.691 2.371
H -2.107 -5.134 2.757
H -1.643 -2.829 4.332
H -2.856 -0.385 3.852
H -3.593 -1.784 4.651
H -3.778 -1.275 1.592
H -5.004 0.113 3.881
H -4.999 0.597 2.154
H -6.210 -0.601 2.800
H -5.380 -2.746 1.737
N -5.766 2.801 7.953
C -4.746 1.898 8.118
C -5.047 0.786 7.377
C -6.290 1.026 6.738
C -6.709 2.277 7.108
H -5.814 3.704 8.382
H -3.900 2.124 8.747
H -4.441 -0.102 7.301
H -6.817 0.357 6.078
H -7.591 2.837 6.847
N -2.338 0.467 -4.323
C -3.450 1.251 -4.384
C -3.529 1.782 -5.648
C -2.418 1.292 -6.379
C -1.703 0.479 -5.530
H -2.027 -0.046 -3.507
H -4.091 1.367 -3.526
H -4.299 2.446 -6.006
H -2.170 1.506 -7.406
H -0.801 -0.091 -5.683
N 0.737 2.314 -6.364
C 1.834 1.611 -6.769
C 2.711 2.491 -7.353
C 2.117 3.777 -7.293
C 0.901 3.634 -6.674
H -0.074 1.917 -5.903
H 1.897 0.547 -6.608
H 3.671 2.239 -7.777
H 2.533 4.702 -7.659
H 0.140 4.356 -6.430
N -3.830 5.469 7.499
C -2.672 6.137 7.787
C -2.877 7.466 7.523
C -4.212 7.606 7.062
C -4.776 6.356 7.059
H -3.964 4.477 7.593
H -1.806 5.611 8.152
H -2.149 8.251 7.647
H -4.702 8.518 6.765
H -5.762 6.023 6.781
N 5.055 -0.291 -6.186
C 5.725 -0.562 -7.347
C 6.056 -1.893 -7.340
C 5.558 -2.445 -6.130
C 4.944 -1.431 -5.441
H 4.695 0.611 -5.922
H 5.911 0.211 -8.073
H 6.592 -2.412 -8.117
H 5.641 -3.469 -5.801
H 4.440 -1.424 -4.489
N 2.210 -5.156 3.618
C 3.287 -5.866 3.157
C 4.074 -5.008 2.434
C 3.450 -3.733 2.465
C 2.303 -3.855 3.205
H 1.466 -5.531 4.174
H 3.398 -6.914 3.381
H 4.996 -5.266 1.939
H 3.801 -2.828 1.997
H 1.546 -3.133 3.469
N 5.692 -5.144 -9.191
C 6.759 -5.583 -9.926
C 6.285 -6.020 -11.136
C 4.878 -5.832 -11.131
C 4.543 -5.288 -9.919
H 5.744 -4.771 -8.261
H 7.758 -5.547 -9.526
H 6.882 -6.428 -11.935
H 4.190 -6.069 -11.926
H 3.591 -4.991 -9.513
N 10.442 -1.743 -6.540
C 11.505 -2.190 -7.277
C 11.024 -2.627 -8.484
C 9.617 -2.431 -8.474
C 9.288 -1.883 -7.261
H 10.499 -1.370 -5.611
H 12.507 -2.159 -6.882
H 11.615 -3.039 -9.285
H 8.926 -2.666 -9.267
H 8.342 -1.582 -6.852
N -6.373 5.505 10.838
C -6.570 4.151 10.920
C -7.372 3.906 12.003
C -7.676 5.159 12.595
C -7.048 6.126 11.852
H -5.819 5.971 10.141
H -6.121 3.483 10.207
H -7.704 2.935 12.333
H -8.286 5.333 13.465
H -7.022 7.197 11.959
*
```



A cluster of 6 separate species, C26H36F17NO12S in total in a non-equilibrium geometry. Source: the OMol25 dataset; level of theory: ωB97M-V with the def2-TZVPD basis set.

Calculated values
HOMO	-8.8830	eV
strongest force on any atom	3.1	eV/A

ORCA input file:
```
! wB97M-V def2-TZVPD RIJCOSX def2/J DEFGRID3
* xyz 0 1
O 2.941 0.800 -0.159
C 1.992 1.388 -0.647
O 0.722 1.300 -0.177
C -0.252 0.648 -0.990
C -0.107 -0.892 -0.989
F 0.779 -1.320 -0.002
N 2.193 2.307 -1.679
F 1.012 2.740 -2.286
C 3.212 2.017 -2.684
C 3.047 0.708 -3.441
C 1.880 0.560 -4.427
S 1.474 1.962 -5.500
H -1.220 0.932 -0.569
H -0.222 1.010 -2.019
H -1.084 -1.350 -0.796
H 0.266 -1.252 -1.956
H 3.267 2.886 -3.342
H 4.149 1.981 -2.119
H 3.977 0.553 -3.999
H 2.986 -0.105 -2.707
H 0.946 0.301 -3.912
H 2.108 -0.282 -5.088
H 2.705 2.441 -5.713
C 1.148 -3.630 2.460
C 0.046 -2.681 2.871
O -1.136 -3.401 3.297
C -1.141 -3.838 4.540
O -0.296 -3.699 5.374
C -2.527 -4.439 4.860
F -2.940 -5.274 3.909
F -3.411 -3.437 4.955
F -2.501 -5.089 6.020
H 0.795 -4.308 1.682
H 1.989 -3.060 2.068
H 1.493 -4.224 3.306
H -0.282 -2.080 2.027
H 0.364 -2.012 3.670
C 8.986 2.652 -2.003
C 9.075 2.196 -3.441
O 8.657 0.817 -3.576
C 7.357 0.609 -3.648
O 6.484 1.427 -3.633
C 7.074 -0.902 -3.803
F 7.802 -1.627 -2.956
F 7.360 -1.289 -5.050
F 5.787 -1.134 -3.571
H 9.570 1.996 -1.358
H 9.378 3.665 -1.914
H 7.954 2.651 -1.653
H 10.102 2.203 -3.799
H 8.470 2.815 -4.101
C -2.124 1.618 -11.099
C -3.116 2.117 -10.072
O -3.170 1.234 -8.930
C -2.222 1.406 -8.022
O -1.339 2.208 -8.033
C -2.443 0.413 -6.859
F -2.719 -0.812 -7.310
F -3.472 0.827 -6.108
F -1.363 0.346 -6.090
H -2.365 0.599 -11.398
H -2.157 2.257 -11.981
H -1.110 1.632 -10.702
H -4.129 2.116 -10.465
H -2.873 3.122 -9.731
C -5.067 -3.154 8.039
C -4.261 -1.904 7.773
O -4.986 -0.708 8.140
C -4.987 -0.366 9.416
O -4.482 -0.945 10.330
C -5.721 0.984 9.581
F -6.863 1.007 8.892
F -4.939 1.973 9.122
F -5.988 1.217 10.858
H -6.033 -3.098 7.536
H -4.529 -4.023 7.665
H -5.240 -3.288 9.107
H -4.077 -1.777 6.709
H -3.304 -1.917 8.293
C -3.217 1.157 5.828
C -3.756 1.607 4.490
O -2.714 1.560 3.485
C -2.455 0.362 2.990
O -2.994 -0.671 3.257
C -1.325 0.460 1.941
F -0.321 1.220 2.371
F -1.803 0.988 0.808
F -0.852 -0.754 1.668
H -2.359 1.761 6.121
H -3.984 1.243 6.595
H -2.898 0.116 5.776
H -4.082 2.644 4.512
H -4.587 0.985 4.163
*
```



A cluster of 2 separate species, C2H8N4O in total in a non-equilibrium geometry. Source: the OMol25 dataset; level of theory: ωB97M-V with the def2-TZVPD basis set.

Calculated values
HOMO	-9.2895	eV
strongest force on any atom	1.8	eV/A

ORCA input file:
```
! wB97M-V def2-TZVPD RIJCOSX def2/J DEFGRID3
* xyz 0 1
H -1.491 0.389 -0.974
N -1.446 0.542 0.031
C -0.830 1.570 0.397
C -0.173 2.610 -0.452
H -0.765 1.736 1.469
H 0.899 2.616 -0.256
H -0.341 2.417 -1.510
H -0.563 3.594 -0.195
N 1.740 -2.753 -0.019
N 0.850 -2.105 -0.763
N -0.234 -1.739 -0.378
O -0.581 -1.952 0.981
H 1.611 -2.794 0.987
H 2.673 -2.767 -0.392
H -1.347 -1.365 1.073
*
```